A structure of composition H28O14 in a non-equilibrium geometry, computed with ωB97M-V/def2-TZVPD.

The calculation puts the highest occupied orbital energy at -7.75 eV. Its frontier orbital gap is 6.95 eV. The calculation puts the energy above the lowest of the compared OMol25 structures with the same formula, charge and spin at 18.449 eV.

```
42
Properties=species:S:1:pos:R:3:lowdin_charge:R:1
O 1.927 0.704 -0.623 -0.048
H 1.852 0.918 -1.553 0.129
H 2.564 -0.010 -0.592 0.095
O -0.435 -1.508 2.030 -0.014
H -0.259 -0.952 1.271 -0.133
H -0.271 -2.398 1.718 0.068
O -2.206 0.304 -1.239 -0.036
H -3.020 -0.103 -0.944 0.099
H -1.519 -0.158 -0.759 0.015
O 0.051 1.997 -1.220 0.030
H -0.448 2.708 -1.622 0.155
H 0.766 2.436 -0.760 0.077
O 0.545 -2.349 -0.299 -0.058
H 1.154 -1.817 0.213 -0.056
H 0.563 -3.208 0.122 0.145
O -0.042 -0.174 0.370 -0.107
H 0.384 -0.907 -0.074 0.014
H 0.447 0.597 0.083 0.056
O -1.758 0.172 2.026 -0.012
H -1.331 -0.584 2.430 -0.013
H -1.294 0.296 1.198 0.005
O 1.316 -1.506 -2.073 -0.066
H 0.744 -0.750 -1.941 -0.295
H 0.950 -2.185 -1.505 -0.097
O -0.746 2.121 2.215 -0.085
H -1.272 1.328 2.111 -0.156
H 0.093 1.907 1.807 -0.039
O 1.820 -1.056 1.098 0.064
H 2.332 -0.676 0.385 0.057
H 2.331 -1.813 1.384 0.137
O -1.725 -1.854 -0.320 -0.022
H -1.103 -2.336 -0.864 0.062
H -1.605 -2.214 0.559 0.055
O 1.596 2.381 1.069 -0.011
H 1.526 3.042 0.380 0.057
H 1.850 1.581 0.609 -0.020
O -0.082 -0.088 -1.965 0.042
H -0.061 0.814 -1.646 -0.083
H -0.116 -0.005 -2.918 0.156
O -2.029 1.940 0.250 -0.080
H -2.392 1.397 -0.450 -0.073
H -1.097 2.007 0.041 -0.015
```